110
Properties=species:S:1:pos:R:3:forces:R:3:lowdin_charge:R:1 method="wB97M-V/def2-TZVPD" orbital_gap_ev="4.67 / 5.43" de_lowest_kcal_mol=22.9 spin_multiplicity=2 charge=+2 s_squared=0.76 e_tot_ha=-8796.499799
Cu -0.669131 -0.320965 0.556690 0.0 -0.1 0.2 -0.065
C 1.163909 1.036732 2.505079 -0.1 0.0 0.0 -0.163
C -0.013627 1.978106 2.253835 0.1 -0.2 0.0 -0.169
N -1.241448 1.245543 1.916283 -0.2 -0.1 -0.1 -0.129
C -2.035813 0.730132 3.043030 0.0 0.0 0.0 -0.233
C -1.471016 -0.513703 3.725988 0.0 0.0 -0.1 -0.401
S -0.954729 -1.843882 2.586521 0.1 0.0 0.0 0.928
C 0.832228 -1.978019 2.926649 -0.1 0.0 0.0 -0.413
C 1.760913 -1.294952 1.914970 -0.1 0.1 0.1 -0.248
N 1.250049 0.005634 1.455531 0.1 0.0 -0.2 -0.120
H 2.087057 1.617295 2.572095 0.0 0.0 0.0 0.133
H 1.040776 0.538055 3.463069 0.0 0.0 0.0 0.101
H -0.156736 2.624058 3.125982 0.0 0.0 0.0 0.133
H 0.214500 2.612502 1.397126 0.0 0.1 -0.1 0.105
H -1.836346 1.871721 1.386670 0.0 0.0 0.0 0.087
H -2.176525 1.500780 3.809242 0.0 0.0 0.0 0.130
H -3.018071 0.481667 2.640678 0.0 0.0 0.0 0.114
H -0.630835 -0.284461 4.378437 0.0 0.0 0.0 0.073
H -2.254557 -0.934247 4.354019 0.0 0.0 0.1 0.085
H 0.998009 -1.615239 3.940076 0.0 0.0 0.0 0.078
H 1.055539 -3.044118 2.939214 0.0 0.0 0.0 0.083
H 2.751684 -1.206532 2.375635 0.0 0.0 0.0 0.130
H 1.861283 -1.927734 1.032168 0.0 0.0 0.0 0.090
H 1.829471 0.340822 0.694458 0.1 0.0 0.1 0.087
C -2.535737 -0.710388 -2.618905 0.1 0.0 -0.1 -0.412
C -2.967404 0.718275 -2.302336 -0.1 -0.1 0.1 -0.490
As -1.482066 1.823781 -1.630035 0.0 0.1 0.2 1.244
C -2.304269 3.560307 -1.826204 -0.1 -0.1 0.0 -0.481
C -3.658672 3.775792 -1.556197 0.0 0.0 0.0 -0.124
C -4.216482 5.033473 -1.730225 0.0 0.0 0.0 -0.070
C -3.428861 6.088040 -2.175959 0.0 0.0 0.0 -0.066
C -2.081483 5.884675 -2.438866 0.0 0.0 0.0 -0.072
C -1.519020 4.628917 -2.259139 0.0 0.0 0.0 -0.132
C 0.714874 1.735678 -4.350978 0.2 -0.2 -0.1 -0.232
C 0.475399 2.711901 -5.482343 0.0 0.0 0.1 -0.054
C 1.447051 2.973928 -6.350025 0.1 0.0 -0.1 -0.054
C 2.773974 2.369283 -6.176224 -0.1 0.0 0.0 -0.041
C 3.129593 1.852007 -5.000441 0.0 0.0 0.1 -0.041
C 2.163300 1.899453 -3.853854 -0.1 0.1 -0.2 -0.246
As -1.666497 -1.627415 -1.115462 -0.4 0.3 0.1 1.254
C -3.156335 -2.415344 -0.153169 0.0 -0.1 0.0 -0.389
C -4.088475 -1.558647 0.432266 0.0 0.0 0.0 -0.130
C -5.108275 -2.065484 1.223724 0.0 0.0 0.0 -0.069
C -5.192969 -3.434263 1.449743 0.0 0.0 0.0 -0.064
C -4.262138 -4.288379 0.878991 0.0 0.0 0.0 -0.061
C -3.242617 -3.782007 0.080421 0.0 0.0 0.0 -0.098
C -0.870579 -3.149358 -1.995112 0.0 -0.1 0.2 -0.410
C 0.364104 -3.611338 -1.540907 0.0 0.1 0.0 -0.182
C 0.961357 -4.723456 -2.125210 0.1 0.0 0.0 -0.077
C 0.321268 -5.374422 -3.171118 -0.1 0.0 -0.1 -0.061
C -0.916701 -4.924417 -3.618245 0.0 -0.1 0.1 -0.066
C -1.515815 -3.817284 -3.030521 0.0 -0.1 0.2 -0.107
H -1.800879 -0.718486 -3.429325 0.0 0.0 0.0 0.037
H -3.388572 -1.307776 -2.939478 0.0 0.0 0.0 0.083
H -3.781784 0.722553 -1.575440 0.0 0.0 0.0 0.042
H -3.355036 1.208001 -3.196522 0.0 0.0 -0.1 0.077
H -4.285704 2.964859 -1.203588 0.0 0.0 0.0 0.092
H -5.267221 5.190867 -1.522774 0.0 0.0 0.0 0.112
H -3.866093 7.067973 -2.316549 0.0 0.0 0.0 0.113
H -1.465493 6.705105 -2.785365 0.0 0.0 0.0 0.110
H -0.465920 4.478351 -2.466416 0.1 0.0 0.0 0.082
H -0.510092 3.147329 -5.594323 0.0 0.0 0.0 0.122
H 1.282192 3.639752 -7.188265 0.0 0.0 0.0 0.118
H 3.475998 2.400830 -7.000064 0.0 0.0 0.0 0.119
H 4.131978 1.484059 -4.817987 0.0 0.0 0.0 0.116
H 2.411452 1.039824 -3.166719 0.0 0.0 0.1 -0.001
H -4.017607 -0.488899 0.271387 0.0 0.1 0.0 0.084
H -5.838055 -1.397530 1.664011 0.0 0.0 0.0 0.112
H -5.984023 -3.831794 2.072957 0.0 0.0 0.0 0.114
H -4.328235 -5.354510 1.053024 0.0 0.0 0.0 0.114
H -2.518717 -4.458922 -0.354948 0.0 0.0 0.0 0.099
H 0.843516 -3.114589 -0.702143 0.0 0.0 0.0 0.058
H 1.910978 -5.091534 -1.756075 0.0 0.0 0.0 0.115
H 0.777943 -6.243330 -3.627691 0.0 0.0 0.0 0.119
H -1.423803 -5.445526 -4.420642 0.0 0.0 0.0 0.121
H -2.488712 -3.490399 -3.375364 0.0 0.0 0.0 0.118
C 6.413100 -1.075048 -5.065964 0.0 0.0 0.0 -0.039
C 5.259037 -1.537198 -5.689578 0.0 0.0 0.0 -0.051
C 4.049524 -1.516610 -5.013081 0.1 0.1 -0.1 -0.110
C 4.013741 -1.055673 -3.694980 -0.3 -0.3 0.2 -0.462
C 5.180478 -0.620946 -3.056211 0.0 -0.1 0.0 -0.144
C 6.375827 -0.607799 -3.755443 0.0 0.0 0.0 -0.059
Sb 2.224659 -0.947708 -2.609272 0.1 0.4 -0.2 1.661
C 0.880385 -0.872635 -4.232334 -0.1 -0.1 0.1 -0.359
C 0.464212 -2.137195 -4.667065 0.2 0.2 -0.1 -0.162
C -0.498021 -2.262269 -5.654231 0.0 0.1 -0.1 -0.065
C -1.047018 -1.113636 -6.199788 0.0 -0.1 0.0 -0.037
C -0.616510 0.137243 -5.784022 0.0 0.1 0.0 -0.020
C 0.347856 0.303534 -4.789850 0.1 0.0 0.0 -0.186
C 2.380691 3.089952 -2.927974 0.0 0.0 0.0 -0.180
C 2.782825 4.325523 -3.423592 0.0 0.0 -0.1 -0.009
C 2.948232 5.406176 -2.568464 0.0 0.0 0.0 -0.049
C 2.728001 5.265611 -1.207048 0.0 0.0 0.0 -0.066
C 2.340790 4.032867 -0.700621 0.0 0.0 -0.1 -0.078
C 2.170093 2.956241 -1.558011 0.0 0.0 0.0 -0.072
H 7.352160 -1.081124 -5.604266 0.0 0.0 0.0 0.120
H 5.304483 -1.909145 -6.704946 0.0 0.0 0.0 0.118
H 3.144253 -1.833544 -5.516282 0.0 0.0 0.0 0.099
H 5.158095 -0.283473 -2.024418 0.0 0.0 0.0 0.097
H 7.278773 -0.248585 -3.279560 0.0 0.0 0.0 0.117
H 0.894417 -3.041702 -4.243080 0.0 0.1 0.0 0.082
H -0.811696 -3.243770 -5.984654 0.0 0.0 0.0 0.115
H -1.809893 -1.186218 -6.964216 0.0 0.0 0.0 0.120
H -1.034709 1.010970 -6.265185 0.0 0.0 0.0 0.117
H 0.059105 1.993810 -3.518062 0.0 0.0 0.0 0.034
H 2.967246 4.446101 -4.482541 0.0 0.0 0.0 0.116
H 3.265133 6.360583 -2.967841 0.0 0.0 0.0 0.116
H 2.869528 6.106643 -0.541288 0.0 0.0 0.0 0.113
H 2.189903 3.914266 0.363849 0.0 0.0 0.0 0.096
H 1.875478 1.988951 -1.154402 0.0 0.0 0.0 0.067